No. 1
{"formula": "C15H12BN4O2S3V", "method": "ωB97M-V/def2-TZVPD", "multiplicity": 2, "e_above_lowest_kj_mol": 0.00, "total_charge": 1, "species": ["V", "H", "H", "C", "C", "S", "H", "C", "O", "C", "N", "B", "H", "C", "C", "C", "N", "H", "H", "S", "H", "H", "C", "S", "C", "C", "C", "H", "H", "C", "C", "O", "H", "N", "N", "H", "C", "C"], "coordinates": [[-1.76108, 0.97060, 0.10102], [-3.37610, -3.22242, 3.58684], [5.68651, 2.30065, 0.01005], [-1.03855, -2.00606, -2.88206], [4.75129, 1.79249, 0.20022], [-2.45178, -1.12244, 4.31134], [3.53068, 3.40742, -0.58247], [-0.94574, 0.72874, -2.83622], [1.08598, 2.09943, -0.09452], [-2.59745, 3.86090, -0.33382], [-1.84244, -1.10037, 0.52549], [0.34221, 1.04153, 0.37156], [3.59731, -1.14712, 1.51019], [2.40528, 1.72211, 0.13355], [-1.60897, -1.89659, -0.45109], [-0.72802, -1.31569, -4.04614], [-2.07214, -1.64721, 1.75222], [-2.76061, -3.23949, 5.25795], [-1.61636, -2.97291, -0.31570], [-3.11401, 5.31647, -0.48043], [5.71953, 0.07647, 1.03288], [-1.62204, -3.33976, 3.89168], [3.55622, 2.42265, -0.13787], [-1.97099, 0.99276, 2.35628], [2.42350, 0.46548, 0.71063], [4.76986, 0.52814, 0.78146], [-2.56139, -2.91838, 4.23784], [-1.07830, -3.08615, -2.86200], [-0.43738, 0.63844, -4.90813], [-1.29543, -1.28308, -1.73330], [-2.14892, -0.73263, 2.66828], [1.11615, 0.01673, 0.86461], [-0.90836, 1.80802, -2.76428], [-2.18864, 2.72830, -0.22885], [-1.25183, 0.06902, -1.71604], [-0.52189, -1.85626, -4.95983], [-0.68064, 0.06825, -4.02369], [3.59450, -0.16803, 1.05237]], "forces_ev_per_a": [[-0.184, 0.231, 0.443], [0.001, 0.000, 0.000], [-0.001, 0.001, 0.000], [0.006, 0.011, 0.033], [0.005, -0.003, 0.003], [0.054, -0.011, 0.016], [-0.004, -0.001, 0.000], [-0.005, 0.019, 0.031], [0.019, 0.031, -0.001], [-0.018, 0.103, 0.009], [0.082, 0.135, -0.189], [0.006, 0.019, 0.042], [0.005, 0.001, -0.001], [0.009, -0.045, 0.018], [-0.039, -0.046, 0.072], [0.004, 0.032, -0.022], [0.010, -0.056, 0.159], [0.001, 0.004, 0.001], [0.006, 0.001, 0.031], [0.034, -0.076, 0.012], [-0.003, -0.003, 0.001], [0.002, 0.001, -0.002], [-0.010, 0.017, -0.006], [0.117, -0.016, -0.140], [0.004, 0.056, -0.018], [0.014, 0.003, -0.003], [-0.018, 0.000, -0.001], [0.002, -0.001, 0.008], [-0.001, -0.001, -0.001], [0.006, 0.044, -0.147], [-0.120, -0.034, -0.099], [0.011, -0.073, -0.015], [-0.003, 0.000, 0.012], [0.013, -0.252, -0.212], [0.016, -0.035, -0.026], [0.000, 0.003, 0.000], [0.003, -0.039, -0.018], [-0.024, -0.017, 0.012]], "mulliken_spin": [1.16, 0.00, 0.00, 0.00, 0.00, 0.00, 0.00, 0.02, 0.01, 0.02, -0.02, -0.12, 0.00, 0.00, -0.03, 0.01, 0.01, 0.00, 0.00, 0.00, 0.00, 0.00, 0.00, -0.06, 0.00, 0.00, 0.00, 0.00, 0.00, 0.02, 0.01, 0.01, 0.00, -0.01, -0.02, 0.00, 0.00, 0.00]}

---

No. 2
{"formula": "C12H14N2PV", "method": "ωB97M-V/def2-TZVPD", "multiplicity": 3, "e_above_lowest_kj_mol": 308.75, "total_charge": 0, "species": ["C", "H", "C", "H", "H", "H", "C", "C", "C", "N", "C", "C", "H", "P", "C", "C", "C", "H", "H", "H", "N", "V", "H", "H", "C", "C", "H", "H", "H", "H"], "coordinates": [[2.91663, -1.72605, -2.50451], [-4.67420, -1.33433, 0.96127], [-2.88106, -2.51458, 1.44877], [-4.17657, 1.20984, -0.18114], [0.32981, -1.55450, 0.57554], [-2.16520, 2.69996, -0.61205], [-1.47984, -2.58256, 1.29626], [-3.57746, -1.38733, 0.98347], [2.20935, -0.62665, -3.04707], [-0.98526, 1.00234, 0.09443], [-2.80183, -0.30719, 0.55443], [-1.41667, -0.29965, 0.51385], [3.23205, 0.46230, 0.01277], [1.29871, 3.62006, 1.98751], [2.16539, 0.37141, -2.01259], [-0.73566, -1.49059, 0.78880], [-2.12359, 1.67573, -0.27779], [-3.41276, -3.35577, 1.89942], [4.24928, -1.96747, -0.68750], [1.56695, 4.97637, 1.62030], [-3.21385, 0.92661, 0.00853], [0.81090, 1.85318, 0.29523], [2.44287, 3.39039, 2.84588], [-0.98814, -3.51486, 1.56431], [3.56442, -1.35364, -1.28005], [3.01431, -0.10381, -0.89868], [1.67952, -0.56245, -4.00195], [0.45099, 3.83126, 3.11325], [3.03576, -2.68726, -2.99061], [1.66517, 1.34922, -2.07007]], "forces_ev_per_a": [[1.111, 0.658, -0.172], [0.559, -0.078, 0.133], [-0.071, 0.729, -0.461], [0.634, -0.240, 0.179], [-0.074, -0.096, 0.205], [0.040, -0.079, -0.087], [0.226, 0.959, -0.343], [0.130, -0.372, 0.366], [-0.711, 0.208, 1.734], [-3.165, -0.003, -1.002], [-1.028, 0.392, -0.627], [-0.035, 0.791, -0.184], [0.225, -0.032, -0.199], [0.249, -0.715, 0.204], [0.946, -0.780, 0.871], [-0.114, -0.534, 0.479], [1.625, -2.529, 1.870], [0.112, 0.283, -0.328], [-0.398, 0.207, -0.240], [-0.046, -0.172, 0.474], [-0.305, 0.154, -0.127], [2.126, -0.026, -0.270], [-0.384, 0.292, -0.661], [0.093, 0.296, -0.117], [-1.674, -0.003, -0.044], [-0.801, 0.629, -1.357], [0.210, -0.183, 0.436], [0.023, 0.196, -0.449], [0.200, 0.132, -0.112], [0.298, -0.086, -0.168]], "mulliken_spin": [0.00, 0.00, 0.00, 0.00, -0.01, -0.01, 0.00, 0.01, 0.01, 0.01, -0.01, 0.00, -0.01, -0.08, 0.02, -0.02, 0.06, 0.00, 0.00, -0.03, 0.01, 2.05, 0.01, 0.00, 0.00, 0.00, 0.00, 0.00, 0.00, -0.02]}

---

Repeat the second record exactly.
{"formula": "C12H14N2PV", "method": "ωB97M-V/def2-TZVPD", "multiplicity": 3, "e_above_lowest_kj_mol": 308.75, "total_charge": 0, "species": ["C", "H", "C", "H", "H", "H", "C", "C", "C", "N", "C", "C", "H", "P", "C", "C", "C", "H", "H", "H", "N", "V", "H", "H", "C", "C", "H", "H", "H", "H"], "coordinates": [[2.91663, -1.72605, -2.50451], [-4.67420, -1.33433, 0.96127], [-2.88106, -2.51458, 1.44877], [-4.17657, 1.20984, -0.18114], [0.32981, -1.55450, 0.57554], [-2.16520, 2.69996, -0.61205], [-1.47984, -2.58256, 1.29626], [-3.57746, -1.38733, 0.98347], [2.20935, -0.62665, -3.04707], [-0.98526, 1.00234, 0.09443], [-2.80183, -0.30719, 0.55443], [-1.41667, -0.29965, 0.51385], [3.23205, 0.46230, 0.01277], [1.29871, 3.62006, 1.98751], [2.16539, 0.37141, -2.01259], [-0.73566, -1.49059, 0.78880], [-2.12359, 1.67573, -0.27779], [-3.41276, -3.35577, 1.89942], [4.24928, -1.96747, -0.68750], [1.56695, 4.97637, 1.62030], [-3.21385, 0.92661, 0.00853], [0.81090, 1.85318, 0.29523], [2.44287, 3.39039, 2.84588], [-0.98814, -3.51486, 1.56431], [3.56442, -1.35364, -1.28005], [3.01431, -0.10381, -0.89868], [1.67952, -0.56245, -4.00195], [0.45099, 3.83126, 3.11325], [3.03576, -2.68726, -2.99061], [1.66517, 1.34922, -2.07007]], "forces_ev_per_a": [[1.111, 0.658, -0.172], [0.559, -0.078, 0.133], [-0.071, 0.729, -0.461], [0.634, -0.240, 0.179], [-0.074, -0.096, 0.205], [0.040, -0.079, -0.087], [0.226, 0.959, -0.343], [0.130, -0.372, 0.366], [-0.711, 0.208, 1.734], [-3.165, -0.003, -1.002], [-1.028, 0.392, -0.627], [-0.035, 0.791, -0.184], [0.225, -0.032, -0.199], [0.249, -0.715, 0.204], [0.946, -0.780, 0.871], [-0.114, -0.534, 0.479], [1.625, -2.529, 1.870], [0.112, 0.283, -0.328], [-0.398, 0.207, -0.240], [-0.046, -0.172, 0.474], [-0.305, 0.154, -0.127], [2.126, -0.026, -0.270], [-0.384, 0.292, -0.661], [0.093, 0.296, -0.117], [-1.674, -0.003, -0.044], [-0.801, 0.629, -1.357], [0.210, -0.183, 0.436], [0.023, 0.196, -0.449], [0.200, 0.132, -0.112], [0.298, -0.086, -0.168]], "mulliken_spin": [0.00, 0.00, 0.00, 0.00, -0.01, -0.01, 0.00, 0.01, 0.01, 0.01, -0.01, 0.00, -0.01, -0.08, 0.02, -0.02, 0.06, 0.00, 0.00, -0.03, 0.01, 2.05, 0.01, 0.00, 0.00, 0.00, 0.00, 0.00, 0.00, -0.02]}